{"formula": "C31H69ClN3O7S", "method": "wB97M-V/def2-TZVPD", "total_charge": 1, "e_lumo_ev": -3.3, "multiplicity": 1, "symbols": ["Cl", "S", "O", "O", "O", "O", "O", "O", "O", "N", "N", "N", "C", "C", "C", "C", "C", "C", "C", "C", "C", "C", "C", "C", "C", "C", "C", "C", "C", "C", "C", "C", "C", "C", "C", "C", "C", "C", "C", "C", "C", "C", "C", "H", "H", "H", "H", "H", "H", "H", "H", "H", "H", "H", "H", "H", "H", "H", "H", "H", "H", "H", "H", "H", "H", "H", "H", "H", "H", "H", "H", "H", "H", "H", "H", "H", "H", "H", "H", "H", "H", "H", "H", "H", "H", "H", "H", "H", "H", "H", "H", "H", "H", "H", "H", "H", "H", "H", "H", "H", "H", "H", "H", "H", "H", "H", "H", "H", "H", "H", "H", "H"], "xyz": [[1.1821, -5.2591, -4.4549], [0.2170, -0.5636, -4.6684], [-0.2175, 4.8686, -11.8696], [-1.4913, 1.9741, 6.0941], [-2.3297, 5.4146, 9.0100], [0.4233, -5.2191, 1.3448], [-2.1104, -2.8327, 3.6637], [0.2532, -4.5976, 7.1600], [1.7047, 3.2707, -7.9672], [-0.0505, 3.6769, 8.2826], [-0.5315, -1.9138, 6.1968], [0.1836, 2.2099, -10.2855], [-2.7205, 4.7401, 10.1888], [0.9481, -3.9142, 1.4020], [-2.5910, -1.9806, 4.6909], [0.6856, -1.2201, -2.0408], [-0.1874, 2.4149, -11.6841], [1.5730, -4.6020, 6.6605], [-0.1948, 5.0819, 7.9305], [-0.0578, -3.4944, 8.0030], [0.5974, 3.3309, -7.1022], [0.4738, 5.4458, -10.7810], [-1.0880, -2.5978, 7.3549], [0.9568, -2.9316, -5.8270], [-2.6121, 2.7529, 6.4715], [-0.5246, -5.4091, 0.3202], [1.9099, 1.9995, -8.5709], [-1.7006, -4.1223, 4.0855], [2.0273, -0.5792, -1.6932], [-0.2743, 2.6796, 5.9416], [-1.9025, 0.8266, -6.0296], [0.3258, 3.6684, -12.3805], [0.7112, -4.4281, -5.9614], [2.3279, -2.0970, 0.3566], [2.9504, -1.5257, -0.9250], [-1.5060, -1.1784, 5.3966], [-0.1750, -2.3022, -5.0265], [-0.9702, 5.8305, 8.9909], [0.5160, 2.8381, 7.2347], [1.7540, -3.5036, 0.1776], [-1.0099, 0.2718, -5.4602], [-0.1996, -0.3382, -2.9162], [1.6096, 2.0296, -10.0516], [-3.7964, 4.5866, 10.1300], [-1.1238, -2.3030, -5.5587], [-0.0693, -2.5960, 5.6089], [1.4215, 3.7220, -12.3868], [1.2856, 1.2430, -8.0795], [1.0237, -2.4767, -6.8161], [0.3353, 2.0789, 5.2605], [-2.7312, 2.8086, 7.5570], [-0.5115, 5.6893, 9.9738], [-1.9571, -3.2228, 7.1049], [0.6632, 1.8395, 7.6533], [0.6423, 2.5344, -6.3497], [0.6250, 4.2927, -6.5934], [0.0068, 3.6129, -13.4238], [0.1161, -1.4294, -1.1343], [0.8471, -2.9287, 8.2437], [-2.2894, -4.4819, 4.9329], [-3.2589, -1.2667, 4.2011], [-1.0863, -6.3086, 0.5581], [-2.4999, 5.3358, 11.0796], [0.1483, -3.1848, 1.5951], [2.5356, -0.3212, -2.6284], [1.9017, -2.7787, -5.3060], [-0.6397, -4.1463, 4.3505], [-2.6630, 1.3624, -6.5434], [3.2444, -2.3540, -1.5748], [-1.2584, -0.5751, -2.8218], [-1.8463, -4.8026, 3.2460], [-3.4996, 2.2689, 6.0622], [0.3116, 6.5220, -10.8229], [0.1005, 5.0871, -9.8156], [-3.2045, -2.5559, 5.3944], [1.5693, -1.4166, 0.7549], [-0.4571, 3.6402, 5.4439], [-0.4685, -3.8927, 8.9346], [-0.0492, -5.5453, -0.6558], [1.2945, -4.8479, -6.7735], [0.8754, -2.1895, -2.5073], [-0.1344, 3.0067, -9.7482], [-0.3395, -4.6553, -6.1241], [-0.3269, -2.8073, -4.0737], [-0.0605, 0.7246, -2.7227], [1.5089, 3.2259, 6.9830], [-0.9572, 3.3107, 8.5437], [-0.9507, -0.6271, 4.6333], [2.9584, 1.7287, -8.4202], [1.7164, -5.5461, 6.1378], [3.8497, -0.9655, -0.6732], [1.5488, 5.2517, -10.8380], [1.7533, -3.7794, 5.9580], [3.1116, -2.1723, 1.1114], [1.9209, 1.0769, -10.4905], [-1.9793, -0.4282, 6.0320], [-1.2783, 2.4344, -11.7328], [2.5905, -4.1979, 0.0771], [1.1322, -3.5692, -0.7183], [-0.7171, 5.2313, 6.9745], [-2.2302, 3.7654, 10.2911], [-0.9510, 6.8984, 8.7564], [-2.5500, 3.7684, 6.0715], [1.8693, 0.3264, -1.1060], [2.3062, -4.5344, 7.4701], [0.8006, 5.5267, 7.8384], [0.1398, 1.5419, -12.2575], [-1.2226, -4.5649, 0.2687], [-1.4159, -1.8491, 8.0822], [1.6132, -3.9046, 2.2670], [-0.3529, 3.2485, -7.6440], [2.2235, 2.8201, -10.5032]], "mulliken_charge": [-0.16, 0.29, -0.41, -0.30, -0.35, -0.40, -0.37, -0.35, -0.37, -0.30, -0.15, -0.28, -0.73, -0.63, -0.72, -0.03, -0.70, -0.70, -0.20, -0.81, -0.41, -0.51, -0.28, -0.57, -0.74, -0.75, -0.52, -0.45, -0.78, -0.49, 0.80, -0.47, -0.67, -0.86, -0.93, -0.31, -0.93, -0.80, -0.84, 0.09, -1.05, -1.08, -0.31, 0.24, 0.64, -0.01, 0.34, 0.16, 0.36, 0.34, 0.25, 0.41, 0.21, 0.41, 0.09, 0.29, 0.35, 0.41, 0.41, 0.33, 0.37, 0.26, 0.35, 0.38, 0.34, 0.42, 0.13, 0.46, 0.40, 0.51, 0.19, 0.28, 0.28, 0.15, 0.38, 0.36, 0.37, 0.40, 0.31, 0.39, 0.04, 0.05, 0.35, 0.47, 0.53, 0.41, 0.09, 0.27, 0.42, 0.25, 0.41, 0.27, 0.27, 0.54, 0.38, 0.19, 0.37, 0.26, -0.04, 0.18, 0.30, 0.39, 0.35, 0.34, 0.36, 0.37, 0.39, 0.30, 0.39, 0.22, 0.23, 0.21]}